Below is a structure of composition C29H32IN3NdO2S2Te in a non-equilibrium geometry, with properties calculated with the ωB97M-V functional and the def2-TZVPD basis.

The energy relative to the best compared isomer or geometry (same formula, charge and spin) is 0.0 kJ/mol. Its gap between HOMO and LUMO (alpha / beta) is 5.90 / 5.89 eV. As for the net charge: +1. As for the spin multiplicity: 4. For the LUMO energy (alpha / beta), the calculation gives -3.713 / -3.713 eV. The expectation value of S² is 3.7574. The value obtained for the HOMO energy (alpha / beta) is -9.62 / -9.61 eV.

Geometry as XYZ:
```
71
Properties=species:S:1:pos:R:3:forces:R:3
Nd -1.6261 -1.6744 -0.3178 -0.75 1.69 -0.98
C 1.4124 -4.9926 -0.6802 -0.88 0.36 -0.22
S -0.3639 -5.0259 -1.1483 0.02 0.33 0.11
C -1.1455 -5.5433 0.3603 0.04 -1.37 0.11
O -0.8274 -3.5708 -1.2002 0.96 -1.07 -0.58
H 1.5328 -4.1734 0.0474 0.10 -0.32 -0.32
H 1.9319 -4.8261 -1.6339 -0.03 0.12 0.45
H 1.6963 -5.9623 -0.2717 -0.08 0.03 0.02
H -0.9435 -6.6139 0.4372 -0.09 -0.15 0.03
H -2.2504 -5.4415 0.2544 1.17 0.20 0.32
H -0.6755 -5.0983 1.2360 -0.36 0.50 -0.04
S 0.6333 -2.2912 2.5324 0.20 1.44 -0.43
C 0.3533 -1.2788 1.2910 -0.43 -1.66 -0.79
I -6.8514 -5.6969 -1.4778 0.40 0.89 0.45
C -5.7295 -4.0603 -0.7526 0.88 0.67 0.34
C -6.1009 -2.7221 -0.5001 1.07 -0.25 -0.57
N -4.9899 -1.9888 -0.1929 0.44 -2.90 -0.63
N -3.8720 -2.8135 -0.2498 -1.41 -0.81 0.09
C -4.3134 -4.0837 -0.5474 -0.79 2.94 -0.31
H -7.0095 -2.1927 -0.6941 -0.50 -0.12 0.22
H -4.8700 -0.9774 -0.1681 -0.05 -0.32 0.04
H -3.5644 -4.8296 -0.7974 -0.60 0.10 0.22
C 3.6628 2.5540 6.4076 0.96 1.30 -0.34
C 2.9572 2.2573 5.1093 1.05 -0.04 0.01
C 3.6545 1.5576 4.1124 -1.34 -0.08 -0.82
C 2.9682 1.0822 2.9759 0.55 -0.39 -0.38
C 3.6832 0.1658 1.9585 0.77 1.64 0.56
C 1.6140 1.3893 2.8427 -0.75 0.52 0.28
Te 0.4141 0.8752 1.1491 1.37 1.76 0.44
N -2.2429 0.4867 -0.8594 0.03 -1.10 0.10
C -2.0415 0.1911 -2.1096 0.98 0.42 0.39
O -1.7222 -1.0376 -2.5196 0.16 -0.39 0.70
C -2.0621 1.1966 -3.2185 -2.07 -0.24 -0.99
C -1.2128 1.2195 -4.3142 -0.90 0.75 -0.45
C -1.5131 2.0494 -5.4033 0.84 0.77 -0.63
C -2.6670 2.8466 -5.4847 0.88 -0.97 0.58
C -3.5898 2.6884 -4.4604 -0.15 0.79 -0.43
C -3.2887 1.8670 -3.3869 -0.58 0.43 1.03
C 1.5806 1.9070 -0.4942 0.14 -0.65 -0.65
C 1.6061 3.3002 -0.5325 0.46 0.43 0.11
C 2.3394 3.9767 -1.5326 -0.31 -1.22 -0.38
C 2.8723 3.2568 -2.6096 0.44 0.02 0.18
C 2.8303 1.8712 -2.5850 -0.65 0.55 0.37
C 2.2054 1.1939 -1.5305 0.52 -0.94 0.20
C 2.3991 -0.3168 -1.5483 -0.34 0.40 0.38
C 0.9043 2.1031 3.8282 1.29 0.54 0.75
C -0.5786 2.2187 3.8512 -1.43 0.22 -0.51
C 1.6384 2.6072 4.9336 -1.07 -0.58 -0.40
H 4.1330 1.6333 6.7888 -0.04 0.56 -0.04
H 2.9818 2.9698 7.1484 -0.10 -0.26 0.06
H 4.4346 3.3846 6.2545 -0.69 -1.32 0.19
H 4.7194 1.4125 4.1826 0.16 -0.33 0.25
H 4.5282 -0.2757 2.5011 -0.34 -0.38 -0.37
H 4.1374 0.7542 1.1423 -0.17 0.05 0.27
H 3.0470 -0.5505 1.4605 -0.23 -0.40 0.34
H -0.4065 0.5389 -4.3866 0.94 -0.39 0.12
H -0.7589 2.1667 -6.2089 -0.58 -0.36 0.52
H -2.8093 3.5261 -6.3171 -0.09 -0.13 0.08
H -4.5163 3.2819 -4.5121 0.34 -0.59 0.25
H -4.0835 1.7628 -2.6320 0.65 -0.03 -0.12
H 1.1214 3.9110 0.2198 0.00 -0.14 0.12
H 2.4892 5.0356 -1.5003 -0.31 0.44 0.14
H 3.4004 3.7150 -3.4636 -0.43 0.09 0.73
H 3.2697 1.3228 -3.4102 -0.02 -0.13 0.18
H 2.5247 -0.6175 -2.5959 -0.02 -0.26 0.45
H 1.5269 -0.8204 -1.1055 0.18 -0.10 -0.23
H 3.2850 -0.6016 -0.9443 -0.38 0.12 -0.44
H -1.0025 1.2428 3.5707 -0.06 0.17 0.24
H -1.0412 2.9311 3.1066 0.64 -0.43 0.85
H -0.9562 2.4347 4.8711 0.27 0.08 -0.69
H 1.1379 3.1923 5.7246 0.13 -0.49 -0.52
```
Positions in Å, forces in eV/Å.

Below is a cluster of 12 separate species, C28H69BF4N4O7 in total in a non-equilibrium geometry, with properties calculated with the ωB97M-V functional and the def2-TZVPD basis.

The energy relative to the best compared isomer or geometry (same formula, charge and spin) is 309.6 kJ/mol. Its gap between HOMO and LUMO is 9.30 eV. As for the spin multiplicity: 1. For the LUMO energy, the calculation gives -0.052 eV. The value obtained for the HOMO energy is -9.35 eV.

Geometry as XYZ:
```
113
Properties=species:S:1:pos:R:3:forces:R:3
C -38.7331 -68.7574 92.3042 -1.69 -2.47 -0.31
C -38.8676 -70.0051 93.1817 5.52 4.77 4.92
C -39.1160 -69.8426 94.7367 -0.19 1.07 -2.62
N -39.5974 -71.1040 95.4167 2.42 0.65 1.31
C -38.4238 -72.0109 95.4259 -3.77 -4.68 0.49
C -40.7945 -71.8031 94.8298 -1.80 3.70 -0.93
C -41.6651 -72.4186 95.9135 7.39 -0.30 -0.25
C -41.3326 -71.5796 97.0652 -1.51 -0.26 4.78
C -40.0671 -70.8118 96.8059 1.21 2.36 1.96
H -38.4599 -69.2104 91.3347 -0.14 0.72 0.17
H -37.9616 -68.1773 92.6521 1.64 1.84 0.59
H -39.7024 -68.2627 92.2291 0.27 0.37 -0.09
H -38.0252 -70.5895 93.0535 2.84 -0.65 -0.01
H -39.3964 -70.5980 92.7137 -6.94 -5.61 -3.75
H -39.9352 -69.2210 94.5664 -2.05 1.18 1.09
H -38.3600 -69.1697 95.2660 -0.64 -1.87 -0.30
H -38.0898 -72.3907 94.4763 -0.73 -0.06 -0.69
H -38.7486 -72.8660 96.1394 0.09 0.56 -1.70
H -37.5619 -71.8952 95.9093 3.36 2.83 2.17
H -40.3625 -72.3174 94.0446 0.03 -1.75 -1.65
H -41.4683 -70.9634 94.4207 1.33 -0.96 0.14
H -41.2418 -73.3725 96.0697 -0.44 -1.58 0.21
H -42.5855 -72.3497 95.6585 -6.06 -0.24 -1.75
H -41.2409 -72.2634 97.9652 0.46 0.66 -0.90
H -42.2531 -71.0221 97.4616 1.54 0.17 -1.06
H -39.2792 -70.6423 97.6439 -0.70 -1.76 -1.55
H -40.2211 -69.7622 96.7654 -1.14 1.13 -0.30
B -34.7948 -74.4307 95.9035 1.73 -0.52 0.47
F -35.9839 -73.9698 95.4390 -1.75 0.42 -0.50
F -33.9685 -74.8011 94.8394 0.33 0.14 -0.82
F -34.1609 -73.4131 96.6232 0.23 0.59 0.27
F -34.9017 -75.5449 96.7240 -0.72 -0.41 0.47
C -34.5820 -78.4205 97.6170 1.71 0.42 0.47
C -33.8063 -78.3118 98.8928 -0.35 -0.49 0.02
N -33.2601 -78.2356 99.9121 -0.60 -0.05 -1.29
H -34.9356 -79.3612 97.2806 0.43 -1.40 0.21
H -35.4509 -77.8699 97.6536 -2.05 1.50 0.84
H -34.1047 -77.9130 96.7973 0.86 -0.05 -0.20
C -35.8586 -71.3219 98.4520 1.64 2.52 -3.48
C -36.6419 -70.0705 98.3902 7.95 -15.05 0.22
N -37.1652 -69.1600 98.3340 -8.58 14.53 -0.92
H -34.8314 -70.8968 98.0464 -1.73 -1.43 0.45
H -35.6604 -71.3482 99.4663 0.27 -1.68 2.13
H -36.2435 -72.1625 97.7887 0.51 1.15 1.52
C -37.2870 -76.1406 93.3542 -0.93 0.32 -2.47
C -38.3612 -75.2820 92.7702 -0.39 -0.62 1.46
N -39.2258 -74.6235 92.3844 0.55 -0.14 0.09
H -36.5562 -75.9928 92.6009 1.99 0.98 -0.01
H -36.9673 -76.0113 94.3635 0.00 0.48 0.42
H -37.3580 -77.1662 93.0394 -1.22 -0.85 0.63
C -31.7366 -69.6904 97.5937 2.56 1.82 1.14
C -31.6902 -71.1361 97.9277 -3.36 1.75 -0.41
O -32.2033 -71.2899 99.2243 -0.27 10.84 -0.60
H -32.6842 -69.1983 97.7658 -0.13 0.02 -0.10
H -31.3943 -69.6652 96.6165 -0.24 0.40 -2.69
H -30.8466 -69.0326 97.9852 -1.79 -1.28 0.41
H -30.7078 -71.4694 97.8556 1.67 -1.14 -0.35
H -32.4401 -71.6123 97.1946 1.38 0.07 0.83
H -32.1677 -72.1121 99.2337 0.05 -12.33 2.04
C -34.2952 -70.0007 92.6579 -1.20 2.60 1.07
C -34.3129 -71.3134 93.4432 -2.98 3.77 -2.80
O -35.6455 -71.7138 93.5707 -0.21 -1.70 0.30
H -34.8532 -69.0757 93.0888 0.35 -1.86 0.42
H -34.7811 -69.9547 91.6973 0.31 -0.92 -0.73
H -33.3329 -69.5204 92.6323 0.87 -0.41 -0.48
H -33.9105 -71.1467 94.3260 1.65 1.15 4.74
H -33.6206 -71.9210 93.0385 1.65 -3.03 -2.20
H -35.5818 -72.5647 94.0490 -0.56 0.36 -0.23
C -34.0085 -74.3533 101.2230 9.10 7.19 -3.57
C -33.3829 -74.5190 99.7297 2.43 1.29 3.50
O -32.0215 -74.0200 99.7066 -2.29 2.71 7.00
H -33.3651 -74.8436 101.8153 1.82 -1.74 2.45
H -34.8107 -74.6746 101.0277 -11.65 -5.28 -1.34
H -34.1728 -73.2776 101.4563 0.66 -0.65 0.03
H -33.6675 -74.0213 98.8876 -2.97 1.53 -1.79
H -33.2850 -75.5132 99.4559 -0.44 -2.35 -0.04
H -31.6779 -74.3585 98.9898 3.20 -2.61 -6.02
C -38.7666 -75.6195 97.5921 -3.66 3.08 6.64
C -37.6947 -75.5482 98.6398 1.81 1.27 -0.23
O -37.1018 -74.2238 98.7737 2.07 1.00 -1.43
H -38.3993 -75.6339 96.7095 2.51 0.78 -6.19
H -39.5413 -74.6939 97.8337 1.78 -2.35 -1.02
H -39.2768 -76.5340 97.6646 -1.09 -1.25 0.50
H -36.8566 -76.1568 98.3354 0.04 -0.85 0.23
H -38.0183 -75.7542 99.6499 -0.28 -0.47 0.06
H -36.1671 -74.0796 98.3050 -3.08 -1.30 1.38
C -30.9727 -72.3071 94.7792 2.38 1.76 1.43
C -30.4134 -71.1790 93.8460 -2.73 -1.27 -0.57
O -29.1029 -71.4780 93.3753 -1.42 -3.62 4.94
H -30.9226 -73.3188 94.3667 0.23 0.32 0.01
H -31.9596 -72.1255 95.2080 -0.05 0.22 -0.53
H -30.2679 -72.1514 95.6869 -1.05 -1.12 -1.22
H -30.6723 -70.1715 94.2059 1.33 -0.03 1.08
H -31.0625 -71.0721 92.9760 -0.22 -0.77 -0.69
H -29.0244 -70.8364 92.7912 1.57 4.45 -4.64
C -30.8244 -76.7708 97.5360 3.62 3.02 2.07
C -31.2931 -75.7091 96.6580 -1.58 -4.76 -5.73
O -31.4996 -74.5396 97.1332 4.35 4.07 6.11
H -29.8953 -76.3603 98.0384 0.05 -0.46 -0.92
H -30.5716 -77.7298 97.2464 -0.08 -1.75 -1.17
H -31.3301 -76.7062 98.4130 -2.56 -0.79 2.52
H -32.3095 -75.9342 96.3670 -0.41 -1.63 -1.12
H -30.6877 -75.6882 95.7308 0.05 -0.04 0.05
H -32.1407 -74.0397 96.7686 -3.41 2.14 -2.15
C -34.7872 -79.2243 92.8893 -1.38 -4.16 -0.37
C -34.4981 -78.0774 93.8653 3.27 0.34 1.78
O -34.1651 -76.9637 93.0654 -0.03 1.18 -0.14
H -34.1354 -79.6375 91.9434 -0.96 2.06 2.59
H -35.8018 -78.9559 92.4813 0.92 -0.54 -0.02
H -34.9697 -80.3486 93.4470 0.38 3.34 -1.06
H -33.4955 -78.2740 94.6172 -2.80 0.10 -1.84
H -35.3778 -77.7989 94.5395 0.93 -0.91 -0.76
H -34.0104 -76.1162 93.5684 -0.29 -1.47 -0.17
```
Positions in Å, forces in eV/Å.

Below is a cluster of 10 separate species, C4H29NO10 in total in a non-equilibrium geometry, with properties calculated with the ωB97M-V functional and the def2-TZVPD basis.

The energy relative to the best compared isomer or geometry (same formula, charge and spin) is 290.7 kJ/mol. The structure (SMILES) is COC[C@H](C)N.O.O.O.O.O.O.O.O.O. Its gap between HOMO and LUMO is 8.98 eV. As for the spin multiplicity: 1. For the LUMO energy, the calculation gives -0.037 eV. The value obtained for the HOMO energy is -9.02 eV.

Geometry as XYZ:
```
44
Properties=species:S:1:pos:R:3:forces:R:3
C 1.5439 0.3838 -2.7666 -0.31 -0.07 -0.94
O 2.5779 0.8454 -3.6664 -0.75 -2.91 1.34
C 2.5631 2.1875 -3.9655 -0.41 0.43 1.28
C 2.9926 3.0191 -2.7276 -0.72 1.74 -2.51
C 2.7456 4.4597 -3.1218 -0.20 1.34 0.55
N 4.3854 2.9014 -2.4902 1.11 -1.34 1.11
H 1.5478 -0.6913 -2.5867 1.14 -0.05 -0.05
H 0.5718 0.4328 -3.2573 -0.26 0.82 -0.08
H 1.5148 0.8877 -1.8005 0.13 0.18 -0.10
H 3.2823 2.2227 -4.7838 -0.02 0.84 -0.02
H 1.5715 2.5270 -4.2646 -0.26 -0.03 -0.40
H 2.4466 2.7607 -1.8203 -0.09 -0.09 -0.15
H 1.7160 4.8000 -3.2325 -0.22 -0.48 0.01
H 3.2469 4.7299 -4.0512 0.12 -0.30 -0.20
H 3.1732 5.1300 -2.3761 0.10 -0.03 0.16
H 4.9690 3.2088 -3.2551 -0.23 0.34 -0.30
H 4.4908 1.8970 -2.4835 0.85 -0.40 0.33
O -1.7543 -1.8824 0.5204 -0.19 -0.26 -0.22
H -0.8409 -1.8097 0.7971 0.40 -0.05 0.03
H -2.1737 -1.0952 0.8678 -0.21 0.33 0.19
O -2.2872 -2.0812 4.7737 -0.35 0.13 -0.16
H -1.4042 -1.7127 4.7999 0.37 0.20 0.00
H -2.2138 -2.9136 5.2405 -0.01 -0.22 0.11
O -5.6999 -3.0352 3.2141 -0.11 -0.05 -0.26
H -4.7902 -2.8008 3.3979 0.36 0.08 0.04
H -6.1319 -3.0083 4.0679 -0.16 0.00 0.18
O 1.9293 -1.9819 0.8895 -0.30 0.19 0.20
H 2.2191 -2.8926 0.9429 0.00 -0.32 0.01
H 2.6768 -1.5136 0.5179 0.17 0.19 -0.14
O -2.9406 0.9011 2.5602 0.27 -0.06 -0.28
H -3.4395 1.6949 2.7527 -0.17 0.23 -0.05
H -3.0437 0.3575 3.3413 0.01 -0.28 0.28
O -1.1408 -5.4464 -0.0210 0.26 -0.12 0.13
H -1.5169 -4.5662 -0.0155 -0.15 0.36 0.05
H -1.6648 -5.9273 -0.6616 -0.12 -0.14 -0.15
O 1.1170 -0.3701 4.4282 -0.32 -0.10 0.14
H 1.9014 0.1019 4.7078 0.15 0.15 0.13
H 1.3431 -0.7226 3.5675 0.07 -0.14 -0.35
O -5.0031 -2.6260 -0.7094 -0.10 -0.01 -0.26
H -5.4487 -2.7442 0.1295 -0.17 -0.06 0.28
H -4.1066 -2.3878 -0.4735 0.35 0.04 0.05
O -0.1353 2.6017 0.9671 0.21 0.24 -0.08
H -0.6632 2.2857 1.7003 -0.23 -0.15 0.26
H -0.1263 1.8733 0.3462 -0.05 -0.17 -0.16
```
Positions in Å, forces in eV/Å.

Below is an isolated molecule of C6H12N2S2 in a non-equilibrium geometry, with properties calculated with the ωB97M-V functional and the def2-TZVPD basis.

The energy relative to the best compared isomer or geometry (same formula, charge and spin) is 169.1 kJ/mol. The structure (SMILES) is C[C@H]1CNCCN1SC=S. Its gap between HOMO and LUMO is 8.09 eV. As for the spin multiplicity: 1. For the LUMO energy, the calculation gives -0.384 eV. The value obtained for the HOMO energy is -8.48 eV.

Geometry as XYZ:
```
22
Properties=species:S:1:pos:R:3:forces:R:3
C 0.6275 0.7624 -1.8277 1.15 -0.76 0.41
C -0.3193 0.0874 -0.8803 0.06 -0.44 -0.44
C -0.0279 -1.4225 -0.8401 0.08 0.75 1.77
N 1.1755 -1.7360 -0.0212 -0.75 -0.29 -0.25
C 1.1216 -1.1765 1.3540 -0.76 0.97 -1.43
C 0.9496 0.3769 1.3050 -0.42 -1.49 -0.30
N -0.2667 0.6173 0.4878 0.38 0.29 0.85
S -1.0865 2.0555 0.7889 -0.75 -0.89 -0.24
C -2.6898 1.3740 0.9969 -1.34 2.63 -0.78
S -4.0049 2.3051 0.5622 1.30 -1.13 0.63
H 1.6793 0.5937 -1.5604 -0.16 0.10 0.09
H 0.4615 1.7970 -1.8750 -0.23 1.56 -0.07
H 0.5083 0.3491 -2.8020 -0.18 -0.27 -0.92
H -1.3254 0.2178 -1.3230 0.17 0.05 0.70
H -0.8930 -1.8846 -0.3916 -0.25 -0.39 0.48
H 0.0006 -1.8190 -1.8356 0.60 -0.24 -0.55
H 1.9764 -1.4165 -0.5441 0.37 0.08 0.25
H 0.2568 -1.6362 1.8538 0.23 0.20 -0.06
H 2.0122 -1.4035 1.9033 0.60 -0.40 0.16
H 1.8802 0.8025 0.8782 -0.44 0.08 0.11
H 0.7978 0.7486 2.3293 -0.07 0.13 -0.48
H -2.8337 0.4076 1.4417 0.41 -0.54 0.05
```
Positions in Å, forces in eV/Å.

no.,molar mass (g/mol)
1,917.47
2,660.68
3,251.27
4,176.31